1.
This record from the Open Molecules 2025 dataset describes an isolated molecule of C5H9N3O at a distorted geometry. The level of theory is ωB97M-V with the def2-TZVPD basis set.

Geometry as XYZ:
```
18
Properties=species:S:1:pos:R:3:lowdin_charge:R:1
C -1.115 -0.595 2.446 -0.077
N -0.402 -0.454 1.161 -0.126
N -1.294 0.057 0.134 0.044
C -0.390 0.555 -0.887 -0.256
C 0.687 -0.265 -1.445 -0.231
N 1.291 0.114 -2.774 0.034
C 0.932 0.677 -0.261 -0.085
C 0.902 0.071 1.086 -0.427
O 1.741 -0.019 1.933 0.104
H -1.441 0.439 2.852 0.095
H -0.430 -1.218 3.188 0.113
H -2.180 -1.217 2.364 0.119
H -1.819 -0.704 -0.239 0.107
H -0.838 1.435 -1.410 0.160
H 0.668 -1.308 -1.314 0.131
H 1.488 1.147 -2.842 0.090
H 0.635 -0.214 -3.480 0.063
H 1.564 1.499 -0.513 0.142
```

Calculated values
* ΔE to the lowest compared entry with this formula, charge and spin: 309.7 kJ/mol
* spin multiplicity: 1
* SMILES: CN1N[C@@H]2[C@@H](N)[C@@H]2C1=O

=====

2.
This record from the Open Molecules 2025 dataset describes an isolated molecule of C5H9N3O at a distorted geometry. The level of theory is ωB97M-V with the def2-TZVPD basis set.

Geometry as XYZ:
```
18
Properties=species:S:1:pos:R:3:lowdin_charge:R:1
C 0.847 -1.757 0.370 -0.022
C -1.084 0.158 0.336 -0.433
C 0.475 -0.390 -0.148 -0.502
C 0.955 0.784 0.550 -0.019
N -1.666 1.043 -0.529 0.133
C 0.898 1.965 1.092 -0.004
O 1.159 -1.124 -2.184 -0.042
N 0.601 -0.032 -1.468 0.032
N -1.529 -0.406 1.369 0.142
H 1.158 -0.785 -3.087 0.094
H -2.669 1.136 -0.468 0.104
H -1.232 1.064 -1.445 0.085
H -2.543 -0.361 1.451 0.060
H 0.283 -2.516 -0.169 0.086
H 1.907 -1.932 0.184 0.087
H 0.670 -1.804 1.441 0.081
H 1.796 2.426 1.494 0.056
H -0.026 2.530 1.211 0.061
```

Calculated values
* ΔE to the lowest compared entry with this formula, charge and spin: 682.9 kJ/mol
* spin multiplicity: 1

=====

3.
This record from the Open Molecules 2025 dataset describes a cluster of 2 separate species, C5H9N3O2 in total at a distorted geometry. The level of theory is ωB97M-V with the def2-TZVPD basis set.

Geometry as XYZ:
```
19
Properties=species:S:1:pos:R:3:lowdin_charge:R:1
O 3.928 -0.985 0.618 0.119
C 2.883 -0.607 0.229 -0.467
C 1.683 -1.420 -0.191 0.019
C 0.651 -0.749 -0.575 -0.066
N 0.724 0.701 -0.755 0.123
C 1.593 1.503 -0.145 -0.576
O 1.424 2.705 0.128 0.055
N 2.678 0.750 0.093 0.175
H 1.630 -2.504 -0.217 0.123
H -0.319 -1.176 -0.722 0.109
H -0.163 0.964 -1.167 0.144
H 3.243 1.369 0.821 0.231
C -3.179 -0.372 -0.098 -0.221
N -2.473 0.161 1.036 -0.063
H -4.211 -0.059 0.024 0.062
H -2.859 0.087 -1.095 0.080
H -3.215 -1.472 -0.033 0.076
H -1.486 -0.042 1.018 0.029
H -2.529 1.145 1.031 0.046
```

Calculated values
* ΔE to the lowest compared entry with this formula, charge and spin: 89.3 kJ/mol
* spin multiplicity: 1
* SMILES: O=c1cc[nH]c(=O)[nH]1.CN

=====

4.
This record from the Open Molecules 2025 dataset describes a structure of composition C5H9N5 at a distorted geometry. The level of theory is ωB97M-V with the def2-TZVPD basis set.

Geometry as XYZ:
```
19
Properties=species:S:1:pos:R:3:lowdin_charge:R:1
C 0.541 2.389 0.834 -0.327
C -0.811 0.440 1.093 -0.373
C -1.032 -1.137 -0.700 -0.208
C 0.443 0.500 -1.273 -0.181
C 1.449 -1.633 -0.920 -0.083
N 1.003 3.414 1.072 0.167
N -1.309 -0.665 0.611 0.168
N 0.137 1.187 0.498 0.089
N 0.309 -0.795 -1.176 -0.264
N -1.279 0.937 2.373 0.151
H -1.110 -2.196 -0.655 0.106
H -1.746 -0.702 -1.524 0.157
H -0.519 0.881 -1.652 0.085
H 1.410 1.084 -1.374 0.114
H 1.236 -2.724 -1.187 0.099
H 2.285 -1.336 -1.631 0.105
H 1.822 -1.764 0.077 0.063
H -1.971 0.378 2.734 0.049
H -0.858 1.743 2.801 0.084
```

Calculated values
* ΔE to the lowest compared entry with this formula, charge and spin: 0.0 kJ/mol
* spin multiplicity: 3

=====

no.,electronic energy (a.u.)
1,-435.33977
2,-435.19763
3,-510.65593
4,-469.46161